DFT (wB97M-V/def2-TZVPD) results for 2 unconnected molecules or ions with the total composition F2NO.

The geometry in XYZ format:
```
4
Properties=species:S:1:pos:R:3:forces:R:3:lowdin_charge:R:1
N 0.315 0.058 0.067 -4.9 1.0 -0.3 0.084
O 0.532 1.144 -0.031 1.0 -0.2 0.1 0.466
F 1.023 -0.977 -0.024 1.0 -0.9 0.0 0.341
F -1.870 -0.225 -0.011 3.0 0.1 0.2 0.109
```
Positions in Å, forces in eV/Å.

The calculation puts the orbital gap (alpha / beta) at 7.495 / 7.432 eV. The calculated total energy is -329.0031 Ha. The charge is +1. Its HOMO energy (alpha / beta) is -20.313 / -20.285 eV.